Entry 1:
56
Properties=species:S:1:pos:R:3:forces:R:3:nbo_charge:R:1 method="wB97M-V/def2-TZVPD" fmax_ev_per_a=6.98 gap_ev=9.225 charge=0 total_energy_ha=-6653.1538
C 1.167742 -5.487066 3.922930 -1.418 3.148 -6.069 -0.269
C 0.916930 -4.741155 2.853315 -0.108 -4.768 4.615 -0.063
C 0.277745 -4.151378 1.470487 0.781 -1.544 1.321 -0.894
Si 1.179661 -2.506846 1.048714 -2.250 -0.302 -0.741 1.048
B 2.883779 -2.263862 1.954411 3.855 -0.136 1.962 0.784
O 4.109070 -2.352665 1.134253 -2.992 1.785 0.390 -0.905
O 3.081647 -1.986592 3.364202 0.210 0.797 -2.611 -0.748
C 3.901209 -0.747421 3.387578 0.653 0.157 0.009 -0.281
C -0.022744 -0.987105 1.244138 0.842 1.543 0.363 -0.680
Br -1.899961 -1.470923 0.658115 1.221 0.381 0.375 -0.001
C 0.025154 -0.315406 2.714049 -1.322 -0.412 0.067 -0.243
C -0.881174 -1.099187 3.823543 0.352 -0.138 0.262 -0.662
Br -0.851856 1.504518 2.504080 0.702 -0.671 0.236 -0.058
H 1.363328 -6.343530 4.681231 -0.285 2.371 -1.662 0.277
H -0.866300 -4.076377 1.546591 1.813 -0.013 0.126 0.285
H 0.501493 -4.900029 0.601427 -0.268 1.175 1.776 0.280
H 1.480747 -2.568021 -0.403970 0.024 0.077 0.067 -0.164
H 3.881243 -1.774317 0.348880 0.650 -1.372 0.727 0.490
H 3.436706 -0.055820 2.577003 1.114 -0.603 1.605 0.164
H 5.014428 -0.970357 3.131149 -2.078 0.382 0.346 0.211
H 3.867593 -0.282469 4.443897 -0.269 -0.794 -1.819 0.212
H 0.314909 -0.172614 0.477142 -0.671 -1.482 1.388 0.260
H 1.095684 -0.090161 3.086988 -1.817 -0.569 -0.831 0.250
H -0.256035 -1.294115 4.768711 -0.858 0.280 -1.489 0.235
H -1.229741 -2.116673 3.411817 0.575 1.598 0.618 0.228
H -1.812939 -0.490361 4.153136 1.713 -1.056 -0.833 0.247
C -4.051819 7.621255 1.952436 0.251 -0.231 0.183 -0.641
C -4.717217 7.162290 0.668336 -0.267 0.323 0.413 -0.070
O -3.815675 6.391549 -0.137108 0.075 -0.637 -0.087 -0.498
C -3.589795 5.129655 0.281484 0.010 0.249 0.207 0.983
O -4.081555 4.607504 1.257047 0.287 0.257 -0.708 -0.643
O -2.702133 4.564813 -0.556830 -0.486 0.303 0.245 -0.497
C -2.290519 3.257617 -0.157807 0.187 -0.404 0.072 -0.257
H -3.125993 8.160437 1.734074 -0.163 0.085 -0.058 0.211
H -4.718725 8.271825 2.521633 0.023 -0.001 -0.085 0.216
H -3.780883 6.772151 2.585959 -0.168 0.066 -0.097 0.228
H -4.996222 8.037194 0.074944 0.203 -0.256 -0.175 0.190
H -5.635051 6.599011 0.863927 0.239 -0.098 0.011 0.193
H -3.148555 2.598269 -0.006213 0.097 0.163 0.134 0.200
H -1.686763 3.319692 0.751227 -0.256 0.000 -0.162 0.191
H -1.672822 2.840979 -0.955625 -0.091 0.302 -0.014 0.193
C 2.076137 -2.930743 -7.085666 -0.383 0.002 0.069 -0.641
C 3.038906 -2.630191 -5.952101 0.118 -0.410 -0.457 -0.070
O 2.504010 -1.638160 -5.065435 -0.324 -0.032 0.620 -0.498
C 1.537023 -2.062660 -4.227309 0.041 -0.114 -0.392 0.983
O 1.099776 -3.189868 -4.161829 0.305 0.750 0.105 -0.643
O 1.124486 -1.009159 -3.498624 0.319 -0.424 -0.252 -0.499
C 0.018355 -1.302151 -2.645754 -0.437 -0.012 0.274 -0.258
H 1.800230 -2.011485 -7.609454 0.185 -0.056 -0.015 0.212
H 2.523339 -3.627363 -7.797450 0.030 0.075 0.041 0.218
H 1.147916 -3.372665 -6.713061 0.201 -0.037 0.017 0.227
H 3.962336 -2.215042 -6.364757 -0.164 0.201 0.270 0.191
H 3.310824 -3.534127 -5.398097 -0.216 0.138 0.038 0.193
H 0.228909 -2.156715 -1.999837 -0.096 0.058 -0.284 0.200
H -0.876113 -1.484692 -3.246919 0.110 -0.111 0.112 0.194
H -0.160722 -0.429289 -2.015008 0.201 0.016 -0.226 0.191

Entry 2:
71
Properties=species:S:1:pos:R:3:forces:R:3:lowdin_charge:R:1 method="wB97M-V/def2-TZVPD" fmax_ev_per_a=4.59 gap_ev=5.668 charge=+1 total_energy_ha=-11006.9247 de_lowest_kcal_mol=0.0
N 1.106705 0.085759 -1.773045 0.390 0.314 0.100 0.223
C 0.146474 0.715316 -1.794772 -1.188 -0.479 0.068 -0.287
O -1.096390 1.176933 -1.770930 0.626 0.081 0.341 0.018
N -1.314272 1.861133 -3.007151 0.534 1.423 -3.113 -0.061
C -2.510026 1.344248 -3.687245 0.311 0.104 1.680 -0.067
C -3.637909 1.717165 -2.655390 1.314 -0.785 -1.924 -0.081
N -3.066875 2.963764 -2.123059 3.166 -1.301 -0.615 0.013
C -1.767781 3.201538 -2.653024 -1.425 -1.470 1.651 -0.260
N -1.036590 4.335448 -2.883729 0.556 -2.056 0.195 0.022
H -2.614574 1.995562 -4.564545 0.136 -0.644 -0.218 0.147
H -2.325025 0.283279 -3.864221 -0.574 0.162 -0.352 0.130
H -3.746521 0.861252 -1.985920 -0.447 0.615 0.381 0.121
H -4.490146 1.957668 -3.300360 -0.392 -0.050 0.939 0.141
H -3.266171 3.216233 -1.164487 -0.667 0.777 -0.281 0.112
H -0.465758 4.848229 -2.190066 -0.774 -0.421 -0.313 0.008
H -1.069653 4.709063 -3.823862 0.384 -0.334 -0.093 0.139
C 1.103553 -1.435099 1.347284 -0.029 0.089 -0.127 -0.999
Cl 0.981452 -3.193515 1.275632 -0.083 -0.088 -0.132 0.570
Cl 0.765861 -0.824604 2.973600 0.009 0.104 -0.142 0.542
H 2.108482 -1.143326 1.063713 0.009 -0.097 0.026 -0.014
H 0.384888 -1.010054 0.655869 -0.045 -0.062 0.094 0.000
C -3.823838 6.815483 -1.357105 -0.314 0.178 0.403 -0.918
Cl -3.008730 7.769042 -0.123725 -0.033 -0.052 -0.075 0.554
Cl -2.901929 5.329066 -1.738265 -1.796 4.038 1.238 0.768
H -4.809473 6.541361 -0.996284 0.066 -0.053 0.035 0.034
H -3.908902 7.403592 -2.263894 0.148 -0.103 -0.046 0.035
C 1.237802 -3.962096 4.753864 -0.132 -0.129 -0.012 -1.024
Cl 1.954898 -2.942483 6.012317 0.032 0.017 -0.019 0.535
Cl 2.252245 -5.360970 4.392224 0.015 0.034 -0.067 0.526
H 0.269654 -4.312334 5.095051 0.072 -0.011 0.115 0.036
H 1.124033 -3.371266 3.855697 0.092 0.004 0.036 -0.083
C -1.019212 -5.982694 0.293344 -0.037 0.014 0.061 -1.082
Cl 0.048802 -6.800229 1.438369 0.014 0.075 0.022 0.531
Cl -1.262938 -6.920702 -1.180942 -0.025 -0.496 0.130 0.499
H -1.981471 -5.820721 0.765726 0.008 -0.115 0.007 0.000
H -0.570040 -5.033495 0.028550 0.061 -0.062 -0.014 -0.085
C 2.056621 4.846378 -0.337907 0.241 0.009 0.023 -0.953
Cl 1.843420 5.964204 -1.692851 -0.163 -0.118 -0.064 0.545
Cl 0.538066 4.013179 0.052502 0.000 -0.066 0.100 0.550
H 2.803413 4.109311 -0.610706 -0.113 -0.052 -0.070 0.041
H 2.383490 5.402253 0.534067 -0.135 0.096 -0.041 0.022
C 4.558899 -1.649165 2.828121 0.043 0.057 0.191 -1.000
Cl 5.629207 -2.439118 3.983235 -0.049 0.050 -0.001 0.537
Cl 4.331726 -2.635029 1.370669 0.105 0.199 -0.018 0.555
H 3.592004 -1.492124 3.296968 0.000 -0.123 0.000 -0.012
H 4.993179 -0.698183 2.539320 0.066 -0.079 -0.063 0.030
C -1.803906 -4.167368 -3.868679 0.221 -0.200 0.051 -0.971
Cl -2.999677 -2.957959 -4.377038 -0.029 0.046 -0.091 0.515
Cl -1.369995 -3.981013 -2.170551 -0.010 0.679 -0.325 0.528
H -2.224043 -5.157115 -4.014751 -0.098 0.061 0.059 0.034
H -0.912063 -4.048400 -4.473134 -0.035 0.105 0.017 0.033
C 0.076859 0.138902 6.686586 0.060 -0.036 0.156 -1.029
Cl -0.208295 1.241316 5.330630 0.030 0.134 0.056 0.469
Cl -1.347730 -0.843391 7.033830 0.053 -0.031 0.011 0.509
H 0.899155 -0.518816 6.431795 -0.072 -0.027 -0.094 -0.045
H 0.322925 0.724365 7.565307 -0.114 0.052 -0.037 0.029
C 4.698729 8.204132 -1.698402 0.059 0.033 -0.129 -1.038
Cl 4.040326 8.007167 -0.066822 -0.011 0.055 0.085 0.495
Cl 6.459373 8.104109 -1.704825 -0.037 -0.006 -0.053 0.526
H 4.301607 7.418121 -2.331126 0.034 -0.047 0.079 -0.009
H 4.400863 9.175390 -2.077289 0.041 0.026 0.109 0.029
C -5.198986 -3.402964 -1.321793 0.082 -0.214 -0.117 -1.019
Cl -5.675335 -1.725095 -1.016033 -0.021 0.115 -0.073 0.491
Cl -4.230269 -4.054738 -0.000859 -0.067 -0.014 0.072 0.525
H -6.093479 -4.005227 -1.433765 -0.036 0.076 0.127 0.034
H -4.609888 -3.434846 -2.231131 0.044 0.082 0.054 -0.042
C 4.126966 -6.098357 0.967819 -0.050 0.043 0.013 -1.067
Cl 5.203559 -6.889751 2.122528 -0.035 0.074 0.062 0.510
Cl 3.898550 -7.080214 -0.486107 -0.078 0.052 -0.040 0.502
H 3.161761 -5.939123 1.438637 0.013 -0.096 0.007 -0.026
H 4.562337 -5.148357 0.682523 0.082 -0.158 -0.033 -0.042

Entry 3:
50
Properties=species:S:1:pos:R:3:forces:R:3:nbo_charge:R:1 method="wB97M-V/def2-TZVPD" fmax_ev_per_a=3.29 gap_ev=6.673 charge=+2 total_energy_ha=-1387.8363 de_lowest_kcal_mol=0.0
C -3.935234 -1.675523 1.465693 0.359 -0.151 0.601 -0.633
C -2.512365 -1.162930 1.715047 -1.321 0.739 0.713 0.262
C -2.392158 -0.084882 2.782703 -0.261 -0.236 -0.341 -0.635
C -1.483165 -2.283842 1.706224 0.859 0.834 0.924 0.324
N -0.265416 -2.264643 2.203236 -2.063 -1.628 -0.205 -0.248
C 0.633054 -3.300085 1.638264 0.330 -0.808 0.415 -0.268
C 2.093330 -2.884213 1.750765 0.348 0.465 0.365 -0.084
O 2.423462 -2.468308 3.071068 -0.537 -0.061 -0.162 -0.492
C 1.581278 -1.446465 3.593131 0.660 -0.185 -0.088 -0.087
C 0.117973 -1.860275 3.581474 0.737 0.959 0.427 -0.270
H -4.607337 -0.815139 1.313794 0.353 -0.364 0.150 0.246
H -4.003269 -2.335612 0.586511 0.191 0.216 0.340 0.236
H -4.229530 -2.211623 2.356525 -0.560 -0.323 0.153 0.233
H -3.187200 0.643168 2.559467 0.204 -0.322 0.338 0.245
H -2.537884 -0.538863 3.739427 -0.054 0.253 0.931 0.228
H -1.433682 0.450697 2.673403 -0.308 -0.399 0.282 0.220
H -1.811842 -3.209671 1.242006 0.471 0.203 -1.005 0.228
H 0.493827 -4.243040 2.183878 -0.121 0.236 0.025 0.241
H 0.360355 -3.439405 0.600064 0.021 -0.084 -0.149 0.232
H 2.740550 -3.755854 1.556941 -0.351 0.442 -0.165 0.247
H 2.302650 -2.077459 1.025906 0.087 -0.198 0.183 0.179
H 1.937495 -1.296128 4.627036 -0.352 0.100 -0.476 0.244
H 1.703049 -0.516907 3.014904 0.062 -0.081 0.128 0.176
H -0.495145 -1.042440 3.938457 -0.078 -0.021 -0.104 0.248
H -0.014336 -2.710910 4.273900 -0.158 -0.015 -0.728 0.255
Cl -2.037098 5.779561 -2.505770 0.429 -0.710 -0.303 0.024
C -1.201624 4.278966 -3.031251 -0.179 0.508 -0.096 -0.209
N -1.515587 3.124500 -2.118143 -0.186 -0.230 -0.058 -0.221
C -1.036117 3.387085 -0.681733 0.747 1.738 -0.855 -0.241
C -1.325661 2.155081 0.139670 -0.357 -0.205 -0.374 -0.244
N -1.906635 1.240729 -0.812679 -0.417 -1.471 2.917 -0.414
F -2.284939 -0.389206 0.604431 1.179 -1.170 -1.115 -0.343
C -1.019808 0.724382 -1.785383 -1.469 -0.083 -0.634 -0.234
C -0.776370 1.930888 -2.665610 2.079 0.513 -1.303 -0.249
C -3.223503 1.583561 -1.224005 0.178 -0.675 -0.877 -0.245
C -3.013154 2.768619 -2.128473 -0.437 2.284 -0.926 -0.242
H -1.545919 4.021780 -4.058135 0.297 0.191 0.817 0.252
H -0.106996 4.452815 -2.996145 -0.748 -0.114 -0.077 0.249
H 0.051280 3.611619 -0.773574 -0.749 -0.001 0.061 0.231
H -1.569018 4.292609 -0.357721 0.303 -0.291 -0.065 0.253
H -0.402101 1.748647 0.566370 -0.177 -0.059 -0.066 0.216
H -2.018484 2.398777 0.967892 0.225 -0.333 -0.461 0.227
H -0.118921 0.322208 -1.339760 0.197 0.007 0.118 0.220
H -1.544672 -0.088407 -2.346402 0.535 0.539 0.359 0.228
H -1.105584 1.774885 -3.696450 0.061 0.197 0.090 0.239
H 0.309475 2.198652 -2.670226 -0.827 -0.015 -0.210 0.233
H -3.659828 0.739216 -1.797171 0.125 0.415 0.393 0.229
H -3.896196 1.829810 -0.398536 0.293 -0.151 0.088 0.229
H -3.531136 3.690361 -1.781954 0.269 -0.626 -0.387 0.251
H -3.273570 2.585042 -3.185056 0.112 0.173 0.414 0.235

Entry 4:
57
Properties=species:S:1:pos:R:3:forces:R:3:nbo_charge:R:1 method="wB97M-V/def2-TZVPD" fmax_ev_per_a=7.18 gap_ev=5.205 charge=+1 total_energy_ha=-2181.0400
O 1.511114 -2.042943 -2.762009 -0.523 -0.616 0.309 -0.523
C 2.270986 -1.144767 -2.729264 -0.116 -1.121 -0.666 0.959
F 2.757582 -0.791613 -1.493137 0.105 0.818 -1.434 -0.339
N 2.669372 -0.511557 -3.931495 0.173 1.754 1.307 -0.735
C 3.390397 0.740172 -3.705565 2.209 1.195 0.671 0.766
O 4.427752 0.707819 -3.088224 0.018 -0.312 -0.164 -0.549
N 2.956876 1.984129 -4.194449 -2.092 -1.391 0.803 -0.600
C 1.494525 2.184004 -4.121995 -0.459 1.149 -1.200 -0.291
C 0.900920 2.174103 -2.681248 -0.098 -1.416 0.082 0.121
Cl 1.519314 3.547320 -1.644905 -0.401 -0.624 -0.729 -0.066
O -0.516071 2.124295 -2.682478 0.425 0.273 -0.132 -0.550
C -0.985095 0.793428 -2.409006 0.354 -0.690 0.584 -0.068
C -2.533620 0.695913 -2.312611 0.189 0.683 0.538 -0.820
P -3.414494 0.958054 -3.917900 -0.842 -1.786 -1.891 2.306
O -2.901330 0.012762 -4.947525 0.456 0.950 1.028 -1.100
O -4.998077 0.525739 -3.658684 1.590 1.294 0.528 -0.970
O -3.431114 2.517610 -4.409241 -0.247 -1.410 1.266 -0.961
H 3.223907 -1.138413 -4.517756 -0.421 0.059 0.114 0.447
H 3.431702 2.751900 -3.715718 0.296 -0.550 -0.226 0.415
H 1.281611 3.177617 -4.601806 0.093 -0.828 0.548 0.233
H 0.997869 1.434016 -4.792792 0.263 0.441 0.992 0.247
H 1.254221 1.246052 -2.148825 -0.046 0.921 -0.354 0.166
H -0.583838 0.499013 -1.395372 -0.306 0.148 -0.842 0.163
H -0.530455 0.102249 -3.163629 -0.745 0.322 0.465 0.210
H -2.779911 -0.339867 -1.955190 0.174 0.809 -0.627 0.260
H -2.895249 1.377836 -1.495711 0.273 -0.403 -0.863 0.252
H -5.012668 -0.448534 -3.610119 0.032 0.494 -0.285 0.511
H -2.537498 2.813274 -4.660429 -0.322 -0.222 0.102 0.522
C 2.055902 -1.261920 2.600405 0.032 -0.561 0.185 -0.644
C 0.834014 -0.359344 2.279159 4.443 -0.720 -1.061 0.082
C 0.664145 0.742380 3.353121 -1.335 0.101 0.844 -0.383
C 0.083341 0.237075 4.668659 0.079 -0.204 -0.130 -0.420
C -1.233876 -0.495043 4.425279 0.647 1.292 -0.381 -0.401
C -1.102328 -1.639740 3.396960 -0.706 -4.077 2.060 0.097
N -0.406275 -1.192118 2.136755 -3.106 6.249 1.708 0.326
O -1.210714 -0.555654 1.475031 0.657 -2.075 -1.178 -0.088
C -0.346244 -2.816347 4.058684 0.560 -0.002 0.033 -0.641
C -2.500307 -2.225672 3.113826 -0.160 0.613 -0.850 -0.623
C 1.249062 0.337420 0.968217 -1.104 0.156 -0.324 -0.626
H 2.752303 -0.761996 3.274047 -0.114 0.072 -0.066 0.240
H 1.807991 -2.219031 3.048024 -0.092 0.091 0.148 0.229
H 2.605707 -1.521952 1.694079 -0.115 0.192 -0.017 0.243
H 0.004590 1.530174 2.969253 -0.031 -0.195 -0.230 0.226
H 1.624462 1.224837 3.541059 0.133 -0.340 -0.388 0.259
H 0.803321 -0.410073 5.176387 -0.043 -0.002 -0.002 0.218
H -0.091259 1.083682 5.337133 0.006 -0.033 -0.046 0.256
H -1.606804 -0.893669 5.369854 -0.031 -0.423 -0.270 0.260
H -1.979868 0.230856 4.080401 0.004 -0.146 -0.182 0.227
H -0.084538 -3.582253 3.325069 -0.006 0.047 0.040 0.233
H -0.969114 -3.298461 4.812442 -0.164 0.188 -0.172 0.248
H 0.555620 -2.511713 4.586488 0.024 0.016 -0.122 0.224
H -3.209481 -1.474252 2.763341 0.110 -0.009 -0.081 0.234
H -2.926251 -2.651720 4.021060 0.315 0.086 0.058 0.250
H -2.446789 -3.022657 2.368331 0.020 0.035 0.043 0.237
H 1.331421 -0.379606 0.151136 0.003 -0.025 0.130 0.246
H 2.221944 0.815941 1.088678 -0.042 -0.224 0.246 0.257
H 0.551299 1.121244 0.664202 -0.020 -0.042 0.083 0.227